This record from OMol25 describes a single C23H21N3O3S2 molecule at a distorted geometry. The level of theory is ωB97M-V/def2-TZVPD.

Values from the calculation:
- calculated total energy (eV) = -56475.962
- molecular weight (g mol⁻¹) = 451.57
- lowest unoccupied orbital energy (eV) = 0.404
- structure (SMILES) = COc1ccccc1-n1c(SCC(=O)N2CCc3ccccc32)nc2c(c1=O)SCC2

```
52
C23H21N3O3S2 ωB97M-V/def2-TZVPD
C 5.218 -0.424 0.132
H 5.506 -0.240 -0.908
O 3.954 0.125 0.418
C 3.789 1.468 0.301
C 4.767 2.374 -0.087
C 4.475 3.726 -0.159
C 3.213 4.198 0.151
C 2.226 3.307 0.535
C 2.508 1.956 0.600
N 1.510 1.029 1.019
C 0.986 0.148 0.135
N 0.126 -0.769 0.435
C -0.245 -0.876 1.723
C 0.230 -0.040 2.693
C 1.169 1.010 2.397
O 1.652 1.815 3.159
S -0.397 -0.369 4.288
C -1.173 -1.939 3.697
H -0.537 -2.751 4.047
C -1.245 -1.892 2.173
H -2.237 -1.582 1.827
H -1.029 -2.861 1.723
H -2.149 -2.021 4.167
S 1.434 0.321 -1.547
C 0.715 -1.206 -2.236
C -0.605 -1.732 -1.676
O -0.668 -2.897 -1.340
N -1.683 -0.914 -1.751
C -2.966 -1.244 -1.297
C -3.394 -2.398 -0.665
C -4.728 -2.479 -0.290
C -5.611 -1.443 -0.543
C -5.177 -0.293 -1.191
C -3.854 -0.202 -1.563
C -3.142 0.902 -2.285
H -3.486 0.960 -3.321
H -3.309 1.875 -1.823
C -1.668 0.474 -2.203
H -1.133 1.093 -1.476
H -1.159 0.558 -3.165
H -5.862 0.515 -1.399
H -6.644 -1.530 -0.241
H -5.079 -3.370 0.208
H -2.710 -3.207 -0.478
H 0.615 -1.007 -3.305
H 1.451 -1.998 -2.089
H 1.237 3.652 0.795
H 2.997 5.253 0.100
H 5.251 4.415 -0.457
H 5.763 2.035 -0.324
H 5.987 -0.029 0.803
H 5.115 -1.496 0.295
```

These are the Mulliken partial charges, in e, on atoms 1 to 8: -0.997 0.395 -0.282 0.979 -0.727 -0.647 -0.986 -0.090



This record from OMol25 describes 6 unconnected molecules or ions with the total composition H12O6 at a distorted geometry. The level of theory is ωB97M-V/def2-TZVPD.

Values from the calculation:
- calculated total energy (eV) = -12478.346
- molecular weight (g mol⁻¹) = 108.09
- lowest unoccupied orbital energy (eV) = -0.250
- structure (SMILES) = O.O.O.O.O.O

```
18
H12O6 ωB97M-V/def2-TZVPD
O 21.085 10.728 4.061
H 20.703 11.044 4.985
H 20.332 10.548 3.432
O 19.183 8.457 7.031
H 19.815 9.133 6.679
H 19.414 7.876 6.401
O 18.924 12.143 8.942
H 19.267 13.077 8.909
H 18.296 12.316 8.214
O 23.482 9.760 9.157
H 23.290 9.775 10.014
H 23.006 10.471 8.695
O 20.700 11.019 6.804
H 20.304 11.576 7.400
H 21.586 11.535 6.987
O 23.007 12.115 7.795
H 23.675 12.807 7.688
H 22.910 12.261 8.782
```

These are the Mulliken partial charges, in e, on atoms 1 to 8: -0.669 0.428 0.310 -0.589 0.325 0.309 -0.691 0.334



This record from OMol25 describes a molecular structure, C17H27BF4N8O3Pd at a distorted geometry. The level of theory is ωB97M-V/def2-TZVPD.

Values from the calculation:
- calculated total energy (eV) = -51162.216
- molecular weight (g mol⁻¹) = 584.68
- lowest unoccupied orbital energy (eV) = -0.263

```
61
C17H27BF4N8O3Pd ωB97M-V/def2-TZVPD
Pd -1.081 0.913 0.243
F -1.238 1.398 2.991
B -2.176 0.438 3.451
F -2.700 0.799 4.669
F -3.203 0.346 2.462
F -1.525 -0.816 3.538
C 1.150 -2.742 -0.922
N -0.131 -2.059 -0.978
C -0.284 -1.111 -2.064
C -0.995 -2.096 0.080
N -1.666 -1.033 0.435
N -1.123 -3.306 0.692
C -1.058 -4.535 -0.091
C -1.887 -3.438 1.924
H 1.958 -2.011 -1.026
H 1.252 -3.478 -1.724
H 1.266 -3.244 0.035
H 0.038 -1.592 -2.989
H 0.308 -0.202 -1.929
H -1.327 -0.827 -2.170
H -2.366 -1.187 1.152
H -0.833 -4.318 -1.130
H -2.026 -5.041 -0.046
H -0.299 -5.211 0.306
H -1.740 -2.581 2.574
H -1.545 -4.332 2.443
H -2.957 -3.553 1.715
C -2.826 3.374 1.222
O -3.481 2.479 0.269
C -2.922 1.417 -0.143
C -3.821 0.594 -0.985
H -1.945 3.794 0.748
H -2.568 2.800 2.106
H -3.568 4.135 1.434
H -4.650 1.179 -1.381
H -4.208 -0.197 -0.335
H -3.262 0.113 -1.783
O 4.703 2.906 -3.173
C 5.310 2.731 -1.907
N 4.290 2.208 -1.042
C 4.468 1.103 -0.279
O 5.530 0.518 -0.173
C 3.258 0.613 0.470
C 3.455 -0.198 1.579
C 2.360 -0.665 2.279
C 1.089 -0.334 1.837
N 0.901 0.421 0.748
C 1.958 0.899 0.088
H 5.319 3.362 -3.754
H 5.683 3.686 -1.524
H 6.122 2.004 -1.927
H 3.408 2.693 -1.039
H 4.470 -0.440 1.868
H 2.474 -1.275 3.164
H 0.197 -0.650 2.363
H 1.722 1.514 -0.770
N -0.453 2.716 -0.754
C -0.702 2.730 -1.910
N -0.872 2.713 -3.168
C -2.104 2.879 -3.648
N -3.150 3.000 -4.123
```

These are the Mulliken partial charges, in e, on atoms 1 to 8: 0.468 -0.435 0.583 -0.310 -0.424 -0.402 -1.271 0.175



This record from OMol25 describes 3 unconnected molecules or ions with the total composition CH7O3. The level of theory is ωB97M-V/def2-TZVPD.

Values from the calculation:
- calculated total energy (eV) = -7293.183
- molecular weight (g mol⁻¹) = 67.06
- lowest unoccupied orbital energy (eV) = 4.422
- total charge = -1

```
11
CH7O3 ωB97M-V/def2-TZVPD
C -0.258 -1.072 -1.304
O -0.820 -1.357 -0.045
H -0.513 -1.885 -1.987
H -0.710 -0.165 -1.724
H 0.821 -0.887 -1.242
H -1.002 -0.452 0.354
H -1.114 1.306 1.561
O -1.145 1.158 0.609
H 0.969 1.301 1.665
H 1.853 0.973 0.575
O 1.916 1.079 1.538
```

These are the Mulliken partial charges, in e, on atoms 1 to 8: -0.583 -0.557 0.247 0.234 0.164 0.483 0.144 -1.097



This record from OMol25 describes a single C4H2Br2O molecule at a distorted geometry. The level of theory is ωB97M-V/def2-TZVPD.

Values from the calculation:
- calculated total energy (eV) = -146309.353
- molecular weight (g mol⁻¹) = 225.87
- lowest unoccupied orbital energy (eV) = -0.605
- structure (SMILES) = O=C(Br)C1=C[C@H]1Br

```
9
C4H2Br2O ωB97M-V/def2-TZVPD
C -0.963 0.178 0.985
C 0.192 -0.070 0.342
C 1.820 -0.076 0.266
C -1.089 -0.233 -0.433
O 2.509 -0.058 1.197
Br 2.223 -0.181 -1.668
Br -1.750 1.201 -1.719
H -1.518 0.514 1.700
H -1.423 -1.275 -0.671
```

These are the Mulliken partial charges, in e, on atoms 1 to 8: -0.387 0.131 0.380 -0.214 -0.364 -0.132 -0.184 0.455



This record from OMol25 describes a gas-phase ion, C26H29N4O (charge +1) at a distorted geometry. The level of theory is ωB97M-V/def2-TZVPD.

Values from the calculation:
- calculated total energy (eV) = -35431.182
- molecular weight (g mol⁻¹) = 413.54
- lowest unoccupied orbital energy (eV) = -2.330
- total charge = +1

```
60
C26H29N4O ωB97M-V/def2-TZVPD
C 1.060 1.577 -2.843
O 0.175 1.860 -1.781
C -0.597 0.893 -1.158
C -2.087 1.248 -1.636
C -3.013 0.230 -1.959
C -4.324 0.523 -2.364
C -4.745 1.838 -2.555
C -6.112 2.120 -3.074
C -3.827 2.859 -2.304
C -2.508 2.573 -1.920
H 1.871 2.310 -2.766
H 1.495 0.562 -2.792
H 0.506 1.705 -3.781
H -0.453 -0.099 -1.575
H -2.705 -0.815 -1.820
H -5.038 -0.283 -2.564
H -6.270 3.188 -3.222
H -6.280 1.617 -4.029
H -6.881 1.751 -2.390
H -4.139 3.891 -2.435
H -1.797 3.388 -1.766
N -0.484 -2.242 -1.639
N -0.129 -2.146 -0.548
N 0.084 -2.105 0.677
C 1.171 -1.193 1.085
C 1.762 -1.792 2.402
C 3.042 -1.407 2.820
C 3.616 -2.002 3.947
C 2.908 -2.957 4.672
C 1.616 -3.301 4.283
C 1.036 -2.714 3.155
C 2.252 -1.123 0.002
C 2.636 -2.299 -0.642
C 3.588 -2.236 -1.660
C 4.168 -1.014 -2.004
C 3.870 0.129 -1.267
C 2.955 0.069 -0.208
C 0.518 0.143 1.416
C -0.561 0.040 2.473
C -1.348 1.334 2.422
C -1.323 1.796 0.969
N -0.236 1.079 0.243
H 3.596 -0.653 2.247
H 4.614 -1.692 4.239
H 3.379 -3.439 5.524
H 1.041 -4.015 4.854
H 0.021 -2.983 2.844
H 2.227 -3.265 -0.314
H 3.847 -3.152 -2.172
H 4.868 -0.957 -2.829
H 4.339 1.087 -1.483
H 2.813 0.932 0.460
H 1.307 0.785 1.839
H -1.170 -0.842 2.236
H -0.100 -0.165 3.446
H -2.395 1.178 2.715
H -0.938 2.099 3.096
H -2.234 1.448 0.481
H -1.208 2.874 0.808
H 0.521 1.765 0.148
```

These are the Mulliken partial charges, in e, on atoms 1 to 8: -0.786 -0.423 0.952 -1.211 0.015 -0.814 1.089 -1.405